# 1
8
Properties=species:S:1:pos:R:3:forces:R:3:nbo_charge:R:1 method="wB97M-V/def2-TZVPD" gap_ev=8.85 spin_multiplicity=1 smiles="O=C1N=CC=N1" e_above_lowest_ev=0.672
O 2.487 1.385 -2.475 -0.315 0.091 0.778 -0.435
N 0.481 0.355 -1.969 -1.755 -0.956 -0.711 -0.452
N 1.740 1.090 -0.031 1.159 0.353 -2.750 -0.386
C 0.782 0.339 0.281 0.916 0.937 0.390 -0.029
C -0.045 -0.063 -0.884 3.252 1.868 -0.887 0.135
C 1.667 1.031 -1.704 0.606 0.135 2.422 0.750
H 0.736 0.175 1.329 -0.992 -0.680 0.725 0.219
H -0.920 -0.558 -0.856 -2.871 -1.747 0.033 0.198

# 2
125
Properties=species:S:1:pos:R:3:forces:R:3:lowdin_charge:R:1 method="wB97M-V/def2-TZVPD" gap_ev=6.86 spin_multiplicity=1
I 1.873 0.913 -4.336 0.410 0.192 -0.433 0.159
Cd -0.281 0.484 -0.551 0.247 -1.448 -0.606 1.440
Se 4.044 -2.571 0.517 0.311 -0.286 -0.016 0.682
Se 1.801 -2.991 0.390 -0.134 -0.462 -0.374 0.663
O -0.995 1.588 -2.889 0.113 -0.654 0.117 -0.232
O -0.579 -1.106 1.584 -0.169 0.309 -0.163 -0.158
O -2.495 -7.319 -1.032 0.029 -0.279 0.151 0.088
N -3.119 -5.393 -2.027 -0.337 -0.313 -0.058 0.128
N -0.873 -5.922 -1.842 0.089 0.258 -0.180 0.141
N 2.731 -0.361 1.529 -0.008 0.114 -0.005 -0.002
N -2.163 -1.882 -1.548 -0.153 0.513 -0.011 0.044
N 0.675 -1.622 -1.795 -0.389 0.945 0.022 -0.023
N 0.019 3.547 0.159 0.124 0.097 -0.041 0.012
N -0.818 2.507 1.993 0.007 -0.085 0.121 0.021
C 1.583 3.930 -1.735 0.125 0.166 -0.046 -0.131
C 5.107 -0.186 1.732 -0.143 -0.210 -0.105 -0.102
C 0.302 3.995 -1.167 0.011 0.212 -0.721 -0.124
C 3.701 1.595 2.474 0.138 -0.001 0.050 -0.080
C -3.078 -4.013 -2.143 0.040 0.562 -0.058 -0.222
C -0.189 4.481 1.160 -0.033 0.069 0.372 -0.076
C 0.327 -1.478 -3.074 -0.250 -0.377 -0.118 -0.331
C -0.600 1.439 4.186 0.099 0.041 -0.153 -0.129
C -2.609 1.047 2.892 -0.134 0.054 0.110 -0.127
C -2.132 4.770 -1.302 -0.165 -0.005 -0.064 -0.366
C -0.677 3.863 2.248 0.025 0.434 -0.080 -0.079
C -0.762 4.544 -1.908 0.058 0.027 0.212 -0.150
C 3.039 2.021 -0.935 0.081 0.124 -0.195 -0.089
C -2.997 0.110 3.846 0.119 -0.045 0.000 -0.051
C -1.041 0.506 5.115 0.022 -0.088 -0.056 -0.041
C 0.269 -6.672 -1.503 0.168 -0.235 0.161 -0.230
C 4.973 1.064 2.304 -0.216 0.030 -0.031 -0.055
C 0.740 -2.354 -4.073 -0.087 -0.082 0.070 -0.108
C 1.535 -7.994 0.045 0.056 0.046 -0.155 -0.032
C 2.612 0.842 2.072 0.258 0.194 0.117 -0.178
C -3.631 2.766 1.297 -0.160 -0.165 0.074 -0.058
C 0.683 4.787 -3.820 0.004 -0.025 0.045 -0.071
C -1.344 1.653 3.006 -0.298 -0.457 0.486 -0.113
C 2.861 3.536 -1.018 -0.040 -0.200 0.277 -0.343
C 0.631 2.243 4.555 0.105 0.034 0.150 -0.371
C -3.753 0.318 0.767 -0.019 0.131 0.237 -0.066
C 1.460 -2.641 -1.492 0.544 -0.334 0.843 -0.644
C -2.207 -0.203 4.927 -0.020 -0.020 0.028 -0.069
C -0.557 4.924 -3.228 0.033 -0.038 0.077 -0.052
C 3.945 -0.849 1.351 -0.266 0.172 0.010 -0.673
C 1.597 -3.383 -3.744 -0.066 0.102 0.226 -0.058
C 2.627 -8.006 -0.813 -0.020 -0.014 0.006 -0.281
C -4.048 -3.380 -2.922 0.218 0.078 0.091 -0.005
C 1.337 -6.723 -2.394 -0.202 0.035 0.027 -0.042
C -3.700 1.363 1.885 0.094 0.111 -0.322 -0.353
C 2.505 -7.368 -2.043 0.003 -0.088 0.110 -0.047
C 1.736 4.315 -3.065 -0.099 0.050 -0.050 -0.083
C -2.530 6.247 -1.388 0.062 -0.205 0.156 -0.052
C 1.755 1.377 5.131 -0.121 0.049 -0.135 -0.074
C 0.366 -7.331 -0.285 -0.050 0.115 -0.018 -0.006
C 3.906 -8.691 -0.436 0.043 0.009 -0.021 -0.053
C 1.967 -3.539 -2.411 -0.036 0.117 -0.192 -0.127
C 3.013 4.195 0.352 0.056 0.009 -0.213 -0.057
C 0.249 3.297 5.602 0.066 0.046 -0.225 -0.050
C -3.060 -1.295 -2.328 -0.197 0.139 -0.142 -0.164
C -2.157 -6.289 -1.566 -0.157 0.013 -0.186 -0.526
C -3.193 3.889 -1.968 0.140 0.045 0.250 -0.059
C -2.160 -3.201 -1.468 -0.077 -0.365 0.149 -0.089
C -4.028 -2.004 -3.028 0.047 -0.099 0.118 -0.042
B -0.376 2.261 0.643 -0.091 0.196 0.143 -0.562
H -3.963 -0.366 3.744 -0.108 -0.021 -0.075 0.115
H 3.685 3.912 -1.639 -0.165 -0.017 0.034 0.133
H -2.908 2.839 -1.905 -0.076 -0.080 -0.009 0.059
H -4.754 -1.490 -3.639 -0.032 0.085 -0.039 0.108
H -4.798 -3.972 -3.429 -0.014 -0.016 -0.084 0.117
H -0.963 4.299 3.186 -0.038 0.035 0.141 0.117
H -4.150 4.016 -1.466 -0.138 -0.008 0.005 0.074
H -3.857 -0.684 1.180 0.032 -0.138 -0.038 0.079
H 4.717 -7.968 -0.349 0.066 -0.005 0.009 0.081
H 2.311 3.788 1.073 -0.029 -0.002 0.124 0.054
H -1.751 6.870 -0.954 0.041 0.141 0.029 0.081
H 2.857 5.269 0.271 -0.070 0.163 0.084 0.085
H 0.830 5.056 -4.856 0.030 0.012 -0.060 0.109
H 2.612 -4.341 -2.086 -0.046 0.007 0.009 0.087
H 1.245 -6.255 -3.364 -0.019 0.058 -0.068 0.105
H -0.512 3.974 5.225 -0.106 0.110 0.010 0.065
H 3.809 -9.204 0.517 0.021 -0.060 0.055 0.073
H 3.332 -7.389 -2.741 0.053 -0.002 -0.044 0.117
H -0.365 -0.680 -3.288 0.013 -0.040 -0.173 0.029
H -0.094 1.451 -3.291 -0.172 0.107 -0.096 -0.194
H -1.315 2.382 -3.327 -0.029 0.185 0.131 0.021
H -4.604 0.511 0.114 -0.018 0.004 -0.149 0.084
H -2.095 4.516 -0.241 -0.025 -0.004 -0.184 0.097
H 0.037 5.521 1.021 0.018 0.177 -0.047 0.136
H -2.832 0.350 0.181 -0.118 -0.019 -0.030 0.015
H 1.929 0.499 4.516 0.109 -0.090 0.023 0.072
H 2.709 4.231 -3.525 0.119 -0.048 0.023 0.105
H 4.190 -9.419 -1.195 0.070 -0.063 -0.003 0.081
H 6.073 -0.645 1.586 0.112 0.005 -0.046 0.103
H -0.147 2.821 6.496 -0.028 -0.081 0.093 0.083
H 1.515 1.043 6.136 -0.036 -0.052 0.158 0.073
H -2.518 -0.952 5.641 -0.045 -0.019 0.079 0.105
H -0.468 -7.326 0.397 -0.061 0.013 0.034 0.113
H -0.461 0.324 6.004 0.135 0.018 0.124 0.107
H -4.642 1.295 2.448 0.198 -0.040 -0.067 0.136
H -3.401 3.503 2.063 0.022 0.099 -0.035 0.091
H -1.377 5.335 -3.799 -0.119 0.054 -0.041 0.111
H 0.331 -1.131 1.904 0.197 -0.166 -0.008 -0.023
H 3.950 1.783 -0.389 0.060 -0.091 0.172 0.074
H -2.996 -0.218 -2.396 -0.071 0.128 -0.044 0.089
H -2.687 6.563 -2.417 -0.006 0.045 -0.107 0.073
H -4.587 3.026 0.848 -0.089 0.015 -0.088 0.086
H 1.594 1.201 2.165 -0.022 0.181 0.101 0.084
H -0.736 -5.188 -2.521 -0.020 -0.004 0.028 0.136
H 1.120 3.885 5.883 0.085 0.077 0.047 0.083
H -1.004 -1.918 1.871 0.030 -0.084 0.050 0.049
H 2.675 1.954 5.194 0.097 0.002 0.004 0.078
H -1.413 -3.636 -0.815 0.044 -0.080 0.012 0.110
H 3.571 2.571 2.912 -0.088 0.112 0.024 0.105
H 1.006 2.766 3.671 -0.005 -0.078 0.019 0.110
H 1.594 -8.505 0.994 0.042 -0.049 0.116 0.111
H 0.407 -2.199 -5.087 0.025 0.104 -0.066 0.106
H 1.968 -4.067 -4.493 0.016 -0.037 -0.118 0.112
H -3.454 6.413 -0.836 -0.101 0.058 0.019 0.079
H 4.024 4.031 0.719 0.116 -0.037 0.093 0.075
H 3.127 1.602 -1.934 -0.090 -0.093 -0.016 -0.036
H 5.850 1.621 2.597 0.066 0.060 0.071 0.113
H -3.325 4.156 -3.015 0.016 0.013 -0.152 0.082
H -4.034 -5.815 -2.119 0.203 -0.042 0.168 0.153
H 2.188 1.549 -0.438 0.129 0.043 0.032 0.014
H -2.869 2.794 0.526 0.012 0.197 -0.068 0.039

# 3
12
Properties=species:S:1:pos:R:3:forces:R:3:nbo_charge:R:1 method="wB97M-V/def2-TZVPD" gap_ev=10.30 spin_multiplicity=1 e_above_lowest_ev=4.226
O -1.353 0.162 -0.739 0.631 -0.255 0.636 -0.592
C -0.018 -0.931 -0.546 -1.752 1.004 -0.241 0.025
C 0.805 0.305 -0.897 0.035 0.263 -0.136 -0.429
C -0.367 0.931 -0.100 0.277 0.972 0.481 0.052
C 0.090 -1.032 0.949 -0.693 0.310 -0.041 -0.259
C -0.201 0.234 1.265 0.120 0.043 0.268 -0.159
H -0.468 0.648 2.225 0.337 0.088 0.111 0.220
H -0.573 1.998 -0.118 0.136 0.259 0.216 0.181
H 1.799 0.407 -0.451 -0.192 -0.329 -0.147 0.210
H 0.794 0.531 -1.961 -0.072 0.197 0.095 0.222
H 0.226 -1.902 1.586 -0.153 0.182 -0.323 0.236
H -0.733 -1.350 -1.212 1.326 -2.734 -0.916 0.293

# 4
7
Properties=species:S:1:pos:R:3:forces:R:3:nbo_charge:R:1 method="wB97M-V/def2-TZVPD" gap_ev=10.82 spin_multiplicity=1 smiles="N#CN(F)[N+](=O)[O-]" e_above_lowest_ev=2.272
F -0.055 -1.783 -0.018 -0.540 2.027 -0.131 -0.174
O 1.087 1.481 0.199 -0.086 2.588 0.287 -0.274
O 1.969 -0.439 -0.158 3.224 -1.685 -0.523 -0.256
N -2.483 0.642 -0.122 -0.556 0.220 -0.148 -0.262
N 1.156 0.342 0.027 -3.589 -1.559 -0.080 0.701
N -0.220 -0.379 0.129 -0.224 -0.961 0.506 -0.083
C -1.454 0.137 -0.057 1.772 -0.630 0.089 0.348

What did the fourth record say?
7
Properties=species:S:1:pos:R:3:forces:R:3:nbo_charge:R:1 method="wB97M-V/def2-TZVPD" gap_ev=10.82 spin_multiplicity=1 smiles="N#CN(F)[N+](=O)[O-]" e_above_lowest_ev=2.272
F -0.055 -1.783 -0.018 -0.540 2.027 -0.131 -0.174
O 1.087 1.481 0.199 -0.086 2.588 0.287 -0.274
O 1.969 -0.439 -0.158 3.224 -1.685 -0.523 -0.256
N -2.483 0.642 -0.122 -0.556 0.220 -0.148 -0.262
N 1.156 0.342 0.027 -3.589 -1.559 -0.080 0.701
N -0.220 -0.379 0.129 -0.224 -0.961 0.506 -0.083
C -1.454 0.137 -0.057 1.772 -0.630 0.089 0.348